--- i ---
The following is a DFT calculation (the ωB97M-V functional and the def2-TZVPD basis) of a cluster of 4 separate species, C4H18NO3 in total.

Each line ends with the Mulliken spin population.
Atoms and positions in Å:
O1 2.72834 -1.36711 -0.21942  0.200
O2 1.74331 0.47451 2.11824  -0.172
O3 2.64101 1.37333 -0.37686  0.275
N1 0.23976 0.09573 -0.21101  0.743
C1 -2.23617 -0.96372 -2.00730  -0.029
C2 -1.62671 0.63258 1.39205  0.007
C3 -2.08014 0.12028 -0.94142  0.037
C4 -1.22565 -0.33838 0.20365  0.375
H1 -2.93889 -1.73002 -1.66149  -0.005
H2 2.39458 1.13668 0.52358  0.153
H3 -0.66040 0.86050 2.11793  -0.120
H4 1.95505 -0.55044 2.17764  0.210
H5 -1.86180 1.58089 1.01120  0.042
H6 3.11192 -0.62841 -0.81913  0.023
H7 -1.21910 -1.39120 0.42447  0.066
H8 -1.33243 -1.53827 -2.21451  0.001
H9 0.84305 -0.67165 -0.41564  -0.053
H10 -2.50026 -0.52337 -2.96624  -0.021
H11 3.29622 1.96782 -0.26882  -0.114
H12 -1.77073 1.04082 -1.34738  -0.037
H13 -3.06962 0.44375 -0.45999  0.007
H14 0.59877 0.63163 0.63455  -0.362
H15 3.35349 -2.14008 -0.50517  -0.114
H16 0.32339 0.61900 -1.08115  -0.166
H17 -2.48638 0.14087 1.91551  -0.003
H18 1.77938 0.72425 2.97671  0.053

Its frontier orbital gap (spin up / spin down) is 3.27 / 11.76 eV. As for the spin multiplicity: 2. As for the HOMO energy (spin up / spin down): -2.6262 / -11.3749 eV. The calculation puts the LUMO energy (spin up / spin down) at 0.649 / 0.390 eV.

=====

--- ii ---
The following is a DFT calculation (the ωB97M-V functional and the def2-TZVPD basis) of a cluster of 4 separate species, C4H18NO3 in total.

Each line ends with the Mulliken spin population.
Atoms and positions in Å:
O1 0.75036 -0.98393 -1.30560  -0.147
O2 2.62500 1.46354 -2.71073  -0.015
O3 -0.17189 1.59232 -2.97195  0.014
N1 -0.51092 -0.48871 2.31180  1.348
C1 -1.44905 -1.26760 1.41466  0.225
C2 -0.35571 1.50272 0.89739  0.026
C3 0.43826 0.37529 1.52326  0.981
C4 -1.96441 -2.51109 2.02702  0.006
H1 -0.94990 -1.38306 0.45703  0.230
H2 1.24676 -1.61952 -1.84933  0.043
H3 2.57796 0.84132 -1.98929  0.005
H4 -1.02962 0.12102 2.99901  -0.674
H5 -0.01604 -1.18141 2.93198  -0.464
H6 -2.96189 -2.80626 1.66517  -0.020
H7 -2.28970 -2.48062 3.06780  -0.091
H8 -1.42719 1.46276 1.02778  -0.024
H9 0.90974 -0.23714 0.75603  -0.092
H10 -1.23640 -3.31665 1.89850  -0.177
H11 0.01352 1.80216 -0.09033  -0.073
H12 1.29955 0.71327 2.09284  -0.127
H13 -2.29488 -0.65971 1.07345  0.106
H14 -0.15533 2.49104 1.35623  -0.093
H15 3.51623 1.51156 -3.03948  0.001
H16 0.08660 -0.74045 -1.94338  0.012
H17 -0.51793 2.28436 -3.58433  -0.003
H18 0.80722 1.67319 -3.04672  0.004

Its frontier orbital gap (spin up / spin down) is 2.96 / 11.44 eV. As for the spin multiplicity: 2. As for the HOMO energy (spin up / spin down): -2.7788 / -11.3302 eV. The calculation puts the LUMO energy (spin up / spin down) at 0.180 / 0.113 eV.

=====

Short version: ii, i, most stable first.